C79H63F12InO7 as an isolated structure, computed with ωB97M-V/def2-TZVPD.

Element x y z (Å)
In 3.218 -0.303 -0.176
F -6.475 1.105 -5.763
F 2.519 -1.693 2.322
F -1.269 7.054 1.030
F 0.889 2.661 3.872
F 4.093 -3.155 0.147
F -5.873 5.386 0.834
F 4.051 0.785 2.825
F 2.711 1.300 -2.562
F 2.500 -2.290 -2.337
F 1.412 -2.763 0.277
F -1.250 -3.402 -3.744
F -6.515 -1.987 4.015
O 0.364 -0.455 -1.162
O 5.757 1.934 -0.114
O -1.594 -0.335 -0.120
O 2.992 2.813 0.125
O 0.383 -0.157 0.926
O 4.540 6.699 2.231
O 7.167 5.989 1.695
C -4.151 -2.286 -1.954
C 5.775 -6.396 -1.656
C 4.444 -6.166 -1.706
C 4.700 -4.126 -0.563
C -6.068 3.107 1.566
C -2.477 -3.452 -3.201
C 3.142 -3.630 -5.637
C -2.057 5.225 -0.186
C -5.647 2.214 -1.057
C -2.928 -2.268 4.247
C 0.611 -3.801 0.597
C 4.080 2.737 4.308
C -3.019 1.469 3.210
C 4.849 1.038 6.324
C 1.440 3.207 -5.891
C -5.467 3.193 -5.359
C -0.975 2.611 2.459
C -3.339 -4.620 -3.251
C -5.234 -2.192 3.703
C -1.491 -5.010 0.336
C -1.882 4.141 -1.070
C -3.227 1.882 -4.379
C 3.216 2.775 -4.319
C 1.313 -2.040 -4.314
C 1.118 -2.329 -5.652
C 2.413 -2.966 5.632
C 1.005 -4.717 1.529
C -5.032 -3.334 -2.078
C -2.917 -2.332 -2.558
C 0.190 -5.841 1.848
C -4.640 -4.497 -2.722
C 2.299 1.970 -3.646
C 5.437 3.124 0.236
C -2.289 2.215 2.210
C 0.268 5.650 -0.181
C -5.899 4.019 0.558
C -2.421 1.205 4.442
C 6.071 -4.217 -0.634
C -4.322 3.918 -5.100
C 1.305 -2.326 6.132
C -1.079 -5.934 1.303
C -4.385 1.121 -4.692
C -0.704 -3.918 0.018
C 3.360 -3.376 -4.271
C 0.528 2.493 -5.159
C 6.600 -5.368 -1.177
C -0.406 2.316 3.672
C 2.177 -1.851 3.602
C -0.264 -0.329 -0.122
C 2.860 -2.719 4.367
C -5.459 1.804 -5.302
C 1.001 1.853 -4.038
C 4.500 0.498 5.065
C 3.856 -5.086 -1.050
C -3.210 3.226 -4.574
C 0.472 4.578 -1.072
C -0.613 3.827 -1.514
C 4.702 2.368 6.599
C -6.063 1.746 1.258
C 4.310 3.206 5.585
C -1.067 1.647 4.683
C -4.978 -2.262 2.336
C 2.399 -2.553 -3.645
C 1.992 -3.174 -6.301
C 4.768 5.660 1.520
C -0.987 5.988 0.262
C 4.210 1.351 4.050
C -4.271 -2.127 4.668
C -3.661 -2.428 1.923
C -5.781 1.282 -0.030
C 6.307 5.207 1.217
C 2.752 3.407 -5.481
C 3.737 4.698 1.145
C 4.009 3.567 0.474
C 6.457 3.984 0.510
C 1.022 -1.210 4.067
C 0.611 -1.448 5.379
C -5.710 3.599 -0.724
C -2.684 -2.522 2.874
H -2.956 0.599 5.158
H -3.018 5.538 0.195
H 5.246 0.395 7.096
H 0.548 -0.517 3.388
H -6.330 3.608 -5.858
H -5.615 4.340 -1.504
H -4.345 4.981 -5.288
H 4.548 -0.567 4.895
H -2.960 -5.454 -3.823
H -2.087 -2.282 4.924
H -0.586 2.991 -2.197
H 0.338 1.215 -3.472
H -3.447 -2.556 0.872
H 4.153 4.239 5.859
H -1.710 -6.774 1.554
H -4.027 1.083 3.199
H -6.346 1.082 2.061
H 3.892 -6.968 -2.174
H -0.957 -3.121 -0.665
H 0.299 -1.844 -6.163
H 1.954 -4.687 2.044
H -5.988 -3.242 -1.584
H 1.482 4.263 -1.288
H 3.806 -4.295 -6.168
H 3.801 3.390 3.495
H -0.481 2.352 -5.519
H -5.759 0.213 -0.180
H -2.302 -1.444 -2.545
H -5.251 -5.378 -2.851
H -2.903 2.552 1.388
H 2.693 4.970 1.209
H -1.807 -0.207 0.807
H -2.375 1.367 -3.957
H -1.647 -2.635 2.593
H -2.728 3.606 -1.475
H -6.328 3.472 2.548
H 0.635 -6.502 2.577
H 6.121 -7.290 -2.152
H -4.473 -2.082 5.728
H 3.378 4.026 -6.105
H 3.791 -3.086 3.962
H 6.674 -3.406 -0.253
H 1.157 6.110 0.225
H 2.917 -3.651 6.299
H -4.423 -1.337 -1.517
H 0.892 -2.682 7.065
H 5.041 2.781 7.538
H 1.932 -3.430 -7.348
H 2.827 -5.011 -0.731
H 7.459 3.642 0.300
H 0.571 -1.430 -3.821
H 1.133 3.862 -6.693
H -4.470 0.054 -4.544
H 7.679 -5.417 -1.190
H 4.103 -3.928 -3.714
H -2.459 -4.953 -0.138
H -5.765 -2.163 1.603
H 4.263 2.896 -4.082
H -5.435 1.946 -2.082
H -0.398 3.126 1.706
H -0.228 -0.908 5.790
H -0.563 1.316 5.579
H -2.281 3.777 -4.545

Calculated values
E: -135053.2508 eV
F_max: 7.046 eV Å⁻¹